1.
Density functional theory data (ωB97M-V with the def2-TZVPD basis set) for a structure of composition C25H72AsF6O11.

Its energy is -126764.193 eV. Its LUMO energy is 2.385 eV. The molecular weight is 737.8 g mol⁻¹. The relative energy (zero: lowest compared OMol25 entry of this formula, charge and spin) is 1.5 kcal per mole. Its net charge is -1.

Cartesian coordinates (Å):
1 As 6.203 -8.744 -17.529
2 F 6.268 -7.286 -16.524
3 F 7.043 -9.613 -16.260
4 F 6.140 -10.236 -18.445
5 F 5.386 -7.868 -18.804
6 F 7.721 -8.201 -18.193
7 F 4.672 -9.219 -16.805
8 C 3.491 -13.412 -15.663
9 C 4.955 -13.851 -15.565
10 C 5.929 -12.691 -15.397
11 O 5.105 -14.749 -14.474
12 H 2.805 -14.244 -15.813
13 H 3.396 -12.717 -16.502
14 H 3.227 -12.859 -14.759
15 H 5.145 -14.404 -16.497
16 H 6.893 -13.141 -15.158
17 H 5.639 -12.072 -14.547
18 H 5.963 -12.064 -16.288
19 H 5.829 -14.442 -13.924
20 C 2.859 -10.244 -19.716
21 C 1.554 -9.919 -18.992
22 C 1.100 -8.513 -19.311
23 O 0.533 -10.782 -19.554
24 H 2.798 -10.003 -20.782
25 H 3.153 -11.285 -19.585
26 H 3.697 -9.587 -19.459
27 H 1.682 -10.233 -17.952
28 H 1.818 -7.788 -18.926
29 H 0.058 -8.371 -19.028
30 H 1.098 -8.352 -20.393
31 H 0.618 -11.624 -19.097
32 C 8.140 -7.744 -13.134
33 C 7.476 -6.600 -12.374
34 C 8.251 -6.234 -11.104
35 O 7.439 -5.459 -13.228
36 H 7.685 -7.929 -14.107
37 H 8.129 -8.675 -12.556
38 H 9.210 -7.555 -13.272
39 H 6.465 -6.948 -12.131
40 H 9.194 -5.776 -11.404
41 H 8.327 -7.165 -10.542
42 H 7.732 -5.475 -10.520
43 H 6.636 -5.562 -13.761
44 C 2.824 -4.891 -14.269
45 C 3.641 -5.667 -15.300
46 C 3.415 -5.119 -16.727
47 O 5.032 -5.534 -15.016
48 H 2.929 -5.336 -13.279
49 H 1.770 -4.965 -14.543
50 H 3.112 -3.841 -14.216
51 H 3.375 -6.731 -15.267
52 H 2.376 -5.282 -17.025
53 H 4.105 -5.525 -17.464
54 H 3.585 -4.039 -16.691
55 H 5.433 -6.172 -15.649
56 C 6.898 -8.845 -22.058
57 C 7.168 -10.052 -22.976
58 C 8.099 -9.689 -24.116
59 O 7.741 -11.149 -22.260
60 H 7.835 -8.502 -21.615
61 H 6.206 -9.097 -21.257
62 H 6.475 -8.034 -22.654
63 H 6.198 -10.376 -23.372
64 H 9.018 -9.191 -23.807
65 H 7.614 -8.999 -24.815
66 H 8.351 -10.555 -24.730
67 H 7.170 -11.206 -21.469
68 C 10.722 -8.960 -16.252
69 C 12.199 -8.617 -16.460
70 C 12.731 -9.113 -17.777
71 O 12.327 -7.182 -16.371
72 H 10.264 -8.600 -15.333
73 H 10.690 -10.052 -16.128
74 H 10.086 -8.719 -17.104
75 H 12.841 -8.928 -15.636
76 H 12.600 -10.182 -17.962
77 H 13.813 -8.958 -17.770
78 H 12.304 -8.610 -18.646
79 H 11.846 -6.777 -17.102
80 C 4.598 -8.773 -13.327
81 C 3.507 -9.780 -13.719
82 C 2.540 -10.076 -12.570
83 O 2.790 -9.391 -14.868
84 H 5.217 -8.670 -14.223
85 H 5.216 -9.256 -12.570
86 H 4.181 -7.803 -13.061
87 H 4.059 -10.700 -13.950
88 H 3.076 -10.505 -11.726
89 H 1.854 -10.821 -12.978
90 H 2.007 -9.167 -12.294
91 H 3.395 -9.359 -15.628
92 C 5.929 -4.431 -20.131
93 O 5.563 -3.755 -21.325
94 H 5.396 -4.017 -19.271
95 H 5.735 -5.502 -20.241
96 H 6.994 -4.293 -19.957
97 H 4.613 -3.762 -21.450
98 C 5.881 -13.552 -19.878
99 O 5.998 -12.188 -20.217
100 H 4.960 -13.739 -19.312
101 H 5.737 -14.095 -20.812
102 H 6.723 -13.955 -19.313
103 H 5.861 -11.637 -19.423
104 C 8.550 -4.821 -16.842
105 O 8.591 -5.268 -18.200
106 H 9.326 -4.061 -16.740
107 H 7.610 -4.302 -16.634
108 H 8.730 -5.649 -16.157
109 H 8.009 -6.034 -18.251
110 C 9.616 -11.265 -13.358
111 O 8.262 -11.438 -13.703
112 H 9.945 -10.223 -13.431
113 H 9.814 -11.644 -12.357
114 H 10.261 -11.803 -14.068
115 H 8.049 -10.839 -14.430


2.
Density functional theory data (ωB97M-V with the def2-TZVPD basis set) for a structure of composition C11H14BN7SV.

Its energy is -59263.957 eV. As for the spin multiplicity: 4. Its LUMO energy (alpha / beta) is -0.427 / -0.394 eV. The molecular weight is 338.1 g mol⁻¹. The relative energy (zero: lowest compared OMol25 entry of this formula, charge and spin) is 3.2 kcal per mole.

Cartesian coordinates (Å):
1 H 0.900 2.884 0.514
2 N 0.513 1.481 -1.029
3 B 0.206 0.298 -3.260
4 N 0.546 1.558 -2.420
5 C 0.884 2.801 -2.782
6 V -0.014 -0.329 -0.206
7 H 0.953 3.045 -3.828
8 C 1.100 3.560 -1.631
9 H 1.394 4.590 -1.587
10 C 0.856 2.702 -0.551
11 H 0.313 0.496 -4.436
12 C -0.755 -1.732 1.055
13 H -0.544 -1.743 2.133
14 H -0.158 -2.538 0.571
15 H -1.821 -1.915 0.843
16 N -1.220 -0.112 -2.848
17 N 1.171 -0.839 -2.789
18 N -1.489 -0.407 -1.502
19 N 1.263 -1.172 -1.421
20 C -2.356 -0.179 -3.551
21 C 2.081 -1.546 -3.474
22 H -2.346 0.025 -4.612
23 H 2.153 -1.391 -4.544
24 C -3.397 -0.525 -2.686
25 C 2.787 -2.362 -2.584
26 C -2.820 -0.667 -1.418
27 C 2.261 -2.094 -1.312
28 H -4.436 -0.651 -2.927
29 H 3.579 -3.045 -2.834
30 H -3.240 -0.944 -0.466
31 H 2.530 -2.471 -0.337
32 H -1.624 1.241 1.898
33 S 1.264 0.499 3.585
34 C 0.184 0.650 2.483
35 N -0.717 0.830 1.634